a:
{
  "formula": "C4H14N2",
  "method": "ωB97M-V/def2-TZVPD",
  "smiles": "CCN.CCN",
  "homo_energy_ev": -9.28,
  "charge": 0,
  "elements": ["C", "H", "H", "H", "H", "N", "H", "H", "H", "C", "H", "H", "H", "H", "N", "H", "C", "H", "H", "C"],
  "xyz": [[-1.274, -1.146, 5.735], [-1.354, 0.616, 7.129], [2.047, 2.006, -5.493], [0.255, 0.643, -7.510], [0.097, 2.123, -6.801], [-0.111, -2.019, 5.398], [-0.085, -0.175, -5.034], [-0.363, -2.925, 5.023], [2.141, 0.250, -5.570], [-0.673, -0.010, 6.541], [0.292, -2.159, 6.319], [-1.053, 1.059, -4.928], [-1.679, -0.734, 4.818], [0.033, -0.382, 7.289], [-0.622, 0.455, -5.620], [-2.040, -1.658, 6.313], [0.315, 1.107, -6.519], [2.394, 1.118, -6.977], [-0.099, 0.704, 5.960], [1.781, 1.125, -6.073]],
  "lowdin_charge": [-0.33, 0.07, 0.06, 0.09, 0.09, -0.03, 0.05, 0.05, 0.05, -0.13, 0.05, 0.06, 0.09, 0.06, -0.02, 0.09, -0.35, 0.07, 0.07, -0.11]
}

b:
{
  "formula": "C4H14N2",
  "method": "ωB97M-V/def2-TZVPD",
  "smiles": "CCC.NCN",
  "homo_energy_ev": -9.37,
  "charge": 0,
  "elements": ["C", "C", "H", "C", "H", "H", "H", "H", "N", "H", "H", "N", "H", "C", "H", "H", "H", "H", "H", "H"],
  "xyz": [[2.438, 2.136, -1.553], [3.055, 3.452, -1.052], [-2.838, -5.248, 2.422], [-2.627, -3.821, 0.922], [-3.829, -5.394, 1.243], [1.851, 1.666, -0.760], [-3.562, -2.056, 0.494], [2.766, 5.025, 0.382], [-3.831, -2.995, 0.764], [1.707, 2.382, -2.327], [-4.421, -3.333, 0.021], [-2.861, -5.151, 1.426], [4.071, 3.203, -0.719], [2.297, 4.087, 0.098], [-2.113, -3.913, -0.041], [-2.004, -3.238, 1.606], [1.236, 4.190, -0.137], [2.268, 3.449, 0.985], [3.237, 4.153, -1.865], [3.159, 1.406, -1.910]],
  "lowdin_charge": [-0.12, -0.33, 0.05, -0.39, 0.06, 0.06, 0.06, 0.07, -0.02, 0.07, 0.05, -0.01, 0.09, -0.14, 0.09, 0.11, 0.07, 0.07, 0.09, 0.06]
}

c:
{
  "formula": "C4H14N2",
  "method": "ωB97M-V/def2-TZVPD",
  "homo_energy_ev": -7.28,
  "charge": 0,
  "elements": ["N", "H", "H", "H", "C", "C", "H", "H", "H", "H", "C", "C", "H", "H", "H", "H", "H", "H", "N", "H"],
  "xyz": [[-1.730, -0.718, -0.397], [-0.037, 1.489, 1.097], [-3.445, -0.157, 0.719], [-2.285, 1.136, 0.380], [-2.766, 0.250, -0.031], [0.972, 1.320, 0.723], [-0.844, -0.204, -1.022], [1.210, 2.078, -0.024], [-2.102, -1.552, -0.835], [1.655, 1.429, 1.571], [1.109, -0.087, 0.165], [2.460, -0.363, -0.476], [2.459, -1.327, -0.987], [0.896, -1.956, 0.678], [0.282, 0.130, -1.088], [-3.340, 0.560, -0.907], [2.733, 0.413, -1.192], [-0.972, -1.006, 0.409], [0.520, -1.039, 0.914], [3.225, -0.394, 0.306]],
  "lowdin_charge": [-0.06, 0.05, 0.08, 0.07, -0.11, -0.10, 0.09, 0.07, 0.12, 0.08, -0.65, -0.09, 0.07, 0.04, 0.10, 0.08, 0.07, 0.08, -0.06, 0.08]
}

From most stable to least stable, the computed energies give b, a, c.

a:
{
  "formula": "C2H9N2O",
  "method": "ωB97M-V/def2-TZVPD",
  "homo_energy_ev": -13.19,
  "charge": 1,
  "elements": ["C", "H", "H", "N", "H", "H", "H", "O", "H", "H", "N", "H", "C", "H"],
  "xyz": [[0.115, 0.684, 0.541], [2.979, 2.218, 0.152], [-1.138, -0.546, 1.283], [-0.386, -0.737, 0.614], [-0.477, 1.454, 1.004], [-0.824, -1.062, -0.247], [0.280, -1.363, 1.059], [-2.366, -2.029, -1.250], [2.057, 0.190, -0.389], [-1.846, -2.385, -1.970], [2.030, 2.056, 0.441], [-3.250, -2.148, -1.619], [1.396, 0.840, 0.172], [1.431, 2.828, 0.209]],
  "lowdin_charge": [-0.08, 0.10, 0.17, 0.19, 0.12, 0.11, 0.17, -0.05, 0.13, 0.05, 0.07, 0.07, -0.15, 0.10]
}

b:
{
  "formula": "C2H9N2O",
  "method": "ωB97M-V/def2-TZVPD",
  "homo_energy_ev": -14.54,
  "charge": 1,
  "elements": ["O", "H", "N", "C", "N", "H", "H", "H", "H", "C", "H", "H", "H", "H"],
  "xyz": [[-1.264, -0.443, 0.285], [0.433, 0.892, -1.347], [0.894, 0.184, 1.452], [-1.519, 0.465, -0.884], [-0.400, 0.538, -1.832], [-1.241, -1.316, -0.149], [1.102, 1.024, 2.021], [-2.446, 0.058, -1.303], [2.847, -0.533, 1.693], [1.848, -0.637, 1.223], [-1.768, 1.447, -0.447], [-0.089, -0.406, -2.043], [-0.029, 0.122, 0.861], [1.629, -1.396, 0.468]],
  "lowdin_charge": [-0.11, 0.07, 0.16, -0.23, 0.04, 0.12, 0.17, 0.13, 0.13, 0.13, 0.13, 0.07, 0.07, 0.12]
}

c:
{
  "formula": "C2H9N2O",
  "method": "ωB97M-V/def2-TZVPD",
  "homo_energy_ev": -15.06,
  "charge": 1,
  "elements": ["H", "H", "H", "H", "C", "H", "H", "H", "N", "N", "H", "H", "C", "O"],
  "xyz": [[0.452, 2.385, -0.676], [0.694, -1.436, 1.209], [-0.081, -0.965, 2.718], [-1.729, 0.328, 1.310], [-0.722, -0.071, 0.927], [0.370, 0.016, -0.853], [1.822, -2.544, -1.289], [-1.022, 1.917, -1.511], [-0.368, 0.383, -0.233], [-0.038, -0.929, 1.716], [0.801, -1.545, -1.968], [-0.936, 2.392, 0.262], [-0.467, 1.866, -0.519], [1.225, -1.797, -1.090]],
  "lowdin_charge": [0.09, 0.12, 0.13, 0.19, -0.13, 0.12, 0.08, 0.12, 0.01, 0.19, 0.09, 0.07, 0.00, -0.08]
}

From most stable to least stable, the computed energies give c, a, b.